1.
Here is a cluster of 10 separate species, C18H54ClO9S9 in total from the Open Molecules 2025 dataset. Energies are from the ωB97M-V functional and the def2-TZVPD basis.

Calculated values
- highest occupied orbital energy (eV) = -6.5
- 2S+1 = 1
- total charge = -1

Geometry (Å):
Cl (1.13, 0.64, -0.70)
C (-3.67, 1.44, 2.35)
S (-5.34, 0.90, 2.08)
O (-5.65, 0.01, 3.28)
C (-6.14, 2.53, 2.37)
H (-3.42, 2.31, 1.72)
H (-2.97, 0.61, 2.10)
H (-3.51, 1.75, 3.40)
H (-7.19, 2.36, 2.36)
H (-5.79, 3.16, 1.55)
H (-5.86, 2.99, 3.32)
C (1.81, -2.67, -3.22)
S (0.17, -2.57, -3.89)
O (0.06, -1.36, -4.81)
C (0.38, -3.86, -5.17)
H (1.85, -2.11, -2.28)
H (2.46, -2.28, -4.01)
H (2.05, -3.72, -3.04)
H (1.35, -3.64, -5.66)
H (-0.48, -3.78, -5.85)
H (0.36, -4.86, -4.70)
C (4.89, 0.08, -1.28)
S (4.66, -1.62, -0.85)
O (5.84, -2.39, -1.38)
C (4.85, -1.47, 0.93)
H (5.92, 0.40, -1.10)
H (4.15, 0.77, -0.92)
H (4.80, 0.08, -2.39)
H (4.60, -2.41, 1.43)
H (4.21, -0.64, 1.17)
H (5.93, -1.27, 1.08)
C (2.26, 1.02, 3.09)
S (1.57, 0.40, 4.62)
O (2.68, 0.18, 5.66)
C (0.72, 1.94, 5.12)
H (2.73, 2.01, 3.16)
H (1.48, 1.03, 2.33)
H (2.98, 0.28, 2.74)
H (0.09, 2.19, 4.26)
H (1.55, 2.65, 5.28)
H (0.11, 1.75, 5.99)
C (-1.52, 1.09, -3.07)
S (-2.30, -0.26, -2.20)
O (-3.71, -0.50, -2.70)
C (-2.43, 0.52, -0.65)
H (-1.27, 0.73, -4.10)
H (-0.65, 1.30, -2.50)
H (-2.23, 1.91, -3.14)
H (-1.40, 0.58, -0.36)
H (-2.94, -0.24, -0.06)
H (-2.97, 1.47, -0.63)
C (-0.69, 3.38, -0.15)
S (0.36, 4.84, -0.28)
O (-0.04, 6.02, 0.62)
C (1.85, 4.19, 0.44)
H (-1.04, 3.04, 0.80)
H (-0.02, 2.67, -0.64)
H (-1.58, 3.52, -0.78)
H (2.70, 4.78, 0.06)
H (1.97, 3.16, 0.11)
H (1.71, 4.26, 1.53)
C (-3.25, -2.61, 1.44)
S (-3.45, -3.74, 2.82)
O (-2.87, -3.08, 4.04)
C (-5.28, -3.60, 3.07)
H (-2.24, -2.62, 0.93)
H (-3.46, -1.64, 1.89)
H (-4.02, -2.88, 0.71)
H (-5.59, -3.78, 2.05)
H (-5.55, -2.58, 3.48)
H (-5.54, -4.40, 3.76)
C (0.54, -3.10, 0.00)
S (0.83, -3.87, 1.61)
O (2.20, -4.47, 1.53)
C (0.93, -2.38, 2.65)
H (-0.41, -2.60, 0.03)
H (0.42, -3.84, -0.82)
H (1.36, -2.41, -0.24)
H (1.81, -1.80, 2.36)
H (0.97, -2.68, 3.69)
H (0.00, -1.87, 2.41)
C (1.76, 3.30, -3.71)
S (2.87, 2.25, -4.70)
O (4.12, 2.28, -3.90)
C (2.08, 0.74, -4.21)
H (1.63, 2.85, -2.74)
H (0.83, 3.49, -4.24)
H (2.26, 4.27, -3.70)
H (1.07, 0.86, -4.67)
H (2.01, 0.61, -3.11)
H (2.58, 0.00, -4.83)

Results of the Mulliken charge analysis, in e, for atoms 1 through 5:
1 Cl -0.599
2 C -0.681
3 S 0.626
4 O -0.657
5 C -1.052

2.
Here is a cluster of 12 separate species, C18H54O12 in total from the Open Molecules 2025 dataset. Energies are from the ωB97M-V functional and the def2-TZVPD basis.

Calculated values
- highest occupied orbital energy (eV) = -9.1
- structure (SMILES) = CC(C)=O.CC(C)=O.CC(C)=O.CO.CO.CO.CO.CO.CO.CO.CO.CO
- 2S+1 = 1

Geometry (Å):
C (18.24, 13.36, -9.23)
C (17.36, 14.66, -9.14)
C (16.87, 15.10, -7.72)
O (17.15, 15.37, -10.07)
H (18.63, 13.22, -8.22)
H (18.96, 13.53, -10.03)
H (17.60, 12.52, -9.51)
H (17.26, 14.36, -7.02)
H (15.78, 15.09, -7.79)
H (17.18, 16.08, -7.37)
C (13.22, 16.81, -10.50)
C (13.53, 15.63, -11.33)
C (13.55, 14.33, -10.60)
O (13.85, 15.72, -12.50)
H (13.28, 17.75, -11.04)
H (13.95, 16.81, -9.69)
H (12.19, 16.75, -10.16)
H (12.76, 14.19, -9.87)
H (14.50, 14.17, -10.09)
H (13.60, 13.60, -11.42)
C (12.75, 10.74, -13.48)
C (11.84, 11.78, -14.04)
C (12.53, 12.80, -15.04)
O (10.62, 11.79, -13.83)
H (12.96, 11.01, -12.45)
H (13.73, 10.79, -13.95)
H (12.29, 9.75, -13.55)
H (12.98, 13.62, -14.48)
H (11.78, 13.29, -15.65)
H (13.13, 12.28, -15.79)
C (17.60, 7.62, -14.06)
O (17.06, 8.90, -14.05)
H (17.05, 6.98, -13.36)
H (17.86, 7.07, -14.96)
H (18.61, 7.78, -13.67)
H (16.18, 8.75, -13.68)
C (11.62, 11.13, -10.21)
O (11.06, 11.89, -9.13)
H (11.67, 10.07, -9.97)
H (10.98, 11.42, -11.04)
H (12.64, 11.46, -10.42)
H (11.64, 11.59, -8.42)
C (19.44, 8.93, -10.37)
O (19.52, 7.62, -9.83)
H (19.95, 9.60, -9.68)
H (19.84, 9.00, -11.37)
H (18.40, 9.26, -10.42)
H (20.16, 7.08, -10.28)
C (14.29, 7.63, -10.55)
O (14.46, 8.83, -9.75)
H (13.71, 8.06, -11.37)
H (15.30, 7.27, -10.75)
H (13.66, 7.00, -9.91)
H (14.84, 8.51, -8.93)
C (14.03, 12.14, -7.20)
O (12.84, 11.40, -6.86)
H (13.78, 13.09, -7.67)
H (14.70, 12.29, -6.35)
H (14.62, 11.59, -7.93)
H (12.94, 10.91, -6.04)
C (16.64, 8.84, -7.62)
O (17.05, 7.86, -8.62)
H (16.24, 9.73, -8.11)
H (15.89, 8.45, -6.94)
H (17.46, 9.24, -7.02)
H (17.98, 7.84, -8.87)
C (16.39, 14.06, -14.19)
O (16.30, 12.69, -14.74)
H (15.70, 14.77, -14.65)
H (16.16, 14.19, -13.13)
H (17.37, 14.47, -14.45)
H (17.13, 12.31, -15.04)
C (16.11, 11.10, -11.65)
O (15.12, 11.31, -10.57)
H (15.91, 11.79, -12.46)
H (17.12, 11.16, -11.24)
H (16.02, 10.05, -11.93)
H (14.75, 10.47, -10.30)
C (19.37, 11.82, -14.11)
O (18.51, 11.34, -15.17)
H (20.41, 11.87, -14.41)
H (19.09, 12.86, -13.90)
H (19.23, 11.28, -13.18)
H (17.89, 10.71, -14.80)

Results of the Mulliken charge analysis, in e, for atoms 1 through 5:
1 C -0.750
2 C 0.875
3 C -0.947
4 O -0.514
5 H 0.379

3.
Here is a cluster of 9 separate species, C18H54O9 in total from the Open Molecules 2025 dataset. Energies are from the ωB97M-V functional and the def2-TZVPD basis.

Calculated values
- highest occupied orbital energy (eV) = -10.1
- structure (SMILES) = CCO.CCO.CCO.CCO.CCO.CCO.CCO.CCO.CCO
- 2S+1 = 1

Geometry (Å):
C (19.23, -1.48, 13.86)
C (20.24, -1.15, 14.92)
O (20.27, 0.27, 14.93)
H (18.19, -1.35, 14.15)
H (19.39, -2.54, 13.62)
H (19.31, -0.91, 12.93)
H (21.20, -1.51, 14.54)
H (20.02, -1.75, 15.80)
H (21.03, 0.45, 15.49)
C (16.47, 1.22, 20.20)
C (15.07, 1.61, 20.69)
O (15.06, 1.54, 22.10)
H (17.20, 1.95, 20.52)
H (16.60, 1.17, 19.12)
H (16.72, 0.27, 20.68)
H (14.31, 1.00, 20.20)
H (14.80, 2.60, 20.34)
H (14.28, 1.95, 22.49)
C (12.03, -8.77, 24.24)
C (11.13, -8.78, 25.47)
O (11.37, -7.69, 26.32)
H (11.76, -9.60, 23.58)
H (13.06, -8.90, 24.56)
H (11.80, -7.83, 23.73)
H (11.17, -9.76, 25.95)
H (10.08, -8.76, 25.20)
H (10.56, -7.28, 26.64)
C (8.34, -0.23, 15.19)
C (7.13, -0.16, 16.20)
O (6.58, 1.15, 16.16)
H (8.03, 0.17, 14.22)
H (8.63, -1.26, 14.97)
H (9.20, 0.33, 15.57)
H (7.48, -0.40, 17.20)
H (6.35, -0.87, 15.93)
H (6.37, 1.41, 17.06)
C (17.08, -8.38, 13.14)
C (17.29, -8.84, 11.69)
O (17.44, -10.24, 11.72)
H (17.94, -8.55, 13.79)
H (16.33, -8.97, 13.66)
H (16.90, -7.31, 12.99)
H (18.21, -8.47, 11.25)
H (16.40, -8.59, 11.11)
H (17.62, -10.60, 10.86)
C (13.44, 1.07, 11.10)
C (14.18, 0.14, 10.13)
O (13.98, -1.24, 10.40)
H (12.36, 0.90, 10.98)
H (13.67, 2.09, 10.81)
H (13.76, 0.97, 12.13)
H (15.24, 0.39, 10.18)
H (13.81, 0.32, 9.12)
H (14.69, -1.67, 9.93)
C (12.59, -4.23, 17.55)
C (13.44, -3.64, 16.40)
O (12.94, -4.11, 15.22)
H (12.48, -5.30, 17.37)
H (11.57, -3.85, 17.50)
H (12.99, -4.06, 18.55)
H (14.49, -3.87, 16.58)
H (13.30, -2.56, 16.35)
H (13.44, -3.77, 14.47)
C (10.78, -7.02, 10.16)
C (10.46, -7.75, 11.49)
O (9.96, -6.77, 12.41)
H (9.89, -6.63, 9.66)
H (11.23, -7.69, 9.43)
H (11.47, -6.20, 10.35)
H (11.42, -8.10, 11.87)
H (9.73, -8.54, 11.37)
H (10.67, -6.13, 12.53)
C (6.77, -5.24, 21.28)
C (6.12, -6.30, 20.45)
O (5.05, -6.87, 21.18)
H (7.19, -5.48, 22.26)
H (6.10, -4.41, 21.49)
H (7.55, -4.83, 20.64)
H (6.76, -7.15, 20.21)
H (5.86, -5.85, 19.49)
H (4.80, -7.68, 20.73)

Results of the Mulliken charge analysis, in e, for atoms 1 through 5:
1 C -1.098
2 C -0.127
3 O -0.505
4 H 0.272
5 H 0.337

4.
Here is a cluster of 9 separate species, C18H54O9 in total from the Open Molecules 2025 dataset. Energies are from the ωB97M-V functional and the def2-TZVPD basis.

Calculated values
- highest occupied orbital energy (eV) = -9.2
- structure (SMILES) = CCO.CCO.CCO.CCO.CCO.CCO.CCO.CCO.CCO
- 2S+1 = 1

Geometry (Å):
C (-2.34, 2.18, 2.57)
C (-3.76, 2.62, 2.58)
O (-3.85, 4.07, 2.90)
H (-1.89, 2.59, 1.69)
H (-2.33, 1.14, 2.61)
H (-1.78, 2.33, 3.52)
H (-3.98, 1.84, 3.13)
H (-4.36, 2.32, 1.56)
H (-4.85, 4.26, 2.84)
C (-4.63, -0.82, 0.78)
C (-4.08, -2.21, 0.43)
O (-4.64, -3.20, 1.32)
H (-5.59, -0.76, 0.43)
H (-4.27, 0.05, 0.24)
H (-4.72, -0.60, 1.77)
H (-2.92, -2.39, 0.75)
H (-4.06, -2.35, -0.65)
H (-4.10, -3.99, 1.12)
C (-1.40, -1.69, 3.44)
C (-0.23, -1.15, 4.20)
O (-0.39, 0.11, 4.69)
H (-1.53, -1.27, 2.53)
H (-2.18, -1.63, 4.14)
H (-1.15, -2.85, 3.40)
H (0.73, -1.22, 3.57)
H (-0.12, -1.85, 5.25)
H (-1.10, 0.18, 5.22)
C (-1.93, 4.23, -2.20)
C (-2.82, 3.36, -1.32)
O (-2.65, 1.97, -1.59)
H (-1.98, 5.29, -2.20)
H (-2.26, 4.18, -3.33)
H (-0.95, 3.95, -2.05)
H (-3.77, 3.51, -1.46)
H (-2.30, 3.33, -0.32)
H (-3.13, 1.87, -2.37)
C (-1.26, -2.55, -2.90)
C (-2.10, -3.62, -3.41)
O (-1.38, -4.36, -4.33)
H (-0.45, -3.03, -2.37)
H (-1.80, -1.97, -1.99)
H (-1.07, -1.82, -3.61)
H (-3.05, -3.13, -3.91)
H (-2.35, -4.27, -2.58)
H (-1.81, -4.64, -5.22)
C (4.54, 1.75, 2.92)
C (4.16, 0.30, 2.49)
O (4.82, 0.11, 1.22)
H (5.51, 2.08, 2.77)
H (4.01, 1.92, 3.99)
H (3.99, 2.33, 2.30)
H (3.23, 0.18, 2.40)
H (4.64, -0.53, 3.13)
H (4.92, -0.91, 0.91)
C (4.08, 2.07, -3.85)
C (3.01, 1.67, -2.80)
O (2.31, 0.62, -3.12)
H (4.83, 2.80, -3.40)
H (3.52, 2.39, -4.66)
H (4.65, 0.97, -4.04)
H (2.37, 2.56, -2.75)
H (3.51, 1.42, -1.74)
H (1.56, 0.69, -2.68)
C (4.37, -2.03, -1.90)
C (4.69, -3.14, -0.87)
O (4.35, -2.61, 0.43)
H (3.44, -1.94, -1.91)
H (4.63, -2.21, -3.08)
H (4.89, -1.15, -1.73)
H (5.68, -3.17, -0.91)
H (4.33, -4.19, -0.89)
H (4.42, -3.23, 1.10)
C (1.06, 0.09, 0.27)
C (-0.24, 0.39, -0.27)
O (-0.11, 0.83, -1.60)
H (1.61, 0.99, 0.37)
H (1.58, -0.71, -0.52)
H (0.76, -0.20, 1.35)
H (-0.84, 1.07, 0.29)
H (-0.94, -0.41, -0.13)
H (-0.78, 1.19, -1.93)

Results of the Mulliken charge analysis, in e, for atoms 1 through 5:
1 C -0.251
2 C -0.406
3 O -0.534
4 H 0.121
5 H -0.208

5.
Here is a cluster of 9 separate species, C18H54O9S3 in total from the Open Molecules 2025 dataset. Energies are from the ωB97M-V functional and the def2-TZVPD basis.

Calculated values
- highest occupied orbital energy (eV) = -8.8
- 2S+1 = 1

Geometry (Å):
C (-3.05, -1.58, -1.68)
C (-4.32, -2.52, -1.79)
O (-4.99, -2.03, -2.93)
H (-2.34, -1.25, -2.43)
H (-2.36, -1.77, -0.79)
H (-3.42, -0.79, -1.28)
H (-4.82, -2.56, -0.94)
H (-3.91, -3.39, -2.00)
H (-5.83, -2.48, -3.04)
C (2.31, 1.16, 3.59)
C (1.97, 2.72, 3.19)
O (3.18, 3.34, 3.43)
H (2.66, 1.34, 4.62)
H (2.80, 0.66, 2.84)
H (1.38, 0.55, 3.80)
H (1.18, 2.87, 3.90)
H (1.48, 2.73, 2.17)
H (3.14, 3.66, 4.39)
C (0.55, -2.44, -3.80)
C (2.03, -2.13, -3.64)
O (2.15, -0.82, -3.48)
H (0.03, -1.99, -4.74)
H (-0.15, -2.01, -3.05)
H (0.65, -3.59, -4.07)
H (2.68, -2.50, -4.38)
H (2.27, -2.57, -2.73)
H (3.15, -0.44, -3.20)
C (2.85, 3.11, -0.45)
C (3.48, 3.86, -1.49)
O (3.83, 5.20, -1.08)
H (2.71, 2.08, -0.50)
H (1.71, 3.41, -0.02)
H (3.51, 3.14, 0.27)
H (2.82, 3.79, -2.43)
H (4.27, 3.40, -1.65)
H (4.30, 5.42, -1.87)
C (1.96, -3.54, 1.42)
C (0.55, -3.87, 1.49)
O (0.00, -3.16, 2.53)
H (2.44, -4.29, 0.77)
H (2.46, -3.79, 2.34)
H (2.14, -2.44, 1.11)
H (0.34, -5.11, 1.32)
H (0.01, -3.40, 0.57)
H (-0.80, -3.27, 2.46)
C (0.65, -0.22, -0.28)
C (-0.15, 0.74, 0.58)
O (-1.38, 0.99, -0.29)
H (1.07, 0.24, -1.20)
H (0.35, -1.21, -0.37)
H (1.64, -0.35, 0.25)
H (0.37, 1.70, 0.87)
H (-0.65, 0.44, 1.45)
H (-2.05, 1.39, 0.15)
C (5.00, -1.31, -1.14)
S (5.90, -0.62, -2.51)
O (4.67, 0.18, -3.19)
C (6.86, 0.52, -1.62)
H (4.23, -2.02, -1.58)
H (4.43, -0.60, -0.51)
H (5.79, -1.94, -0.56)
H (7.47, 1.09, -2.22)
H (7.62, 0.08, -1.05)
H (6.63, 1.26, -0.79)
C (-4.31, -1.96, 4.01)
S (-4.38, -1.78, 2.30)
O (-5.82, -2.06, 1.84)
C (-4.27, -0.01, 2.09)
H (-3.29, -1.67, 4.37)
H (-4.70, -2.87, 4.27)
H (-4.92, -1.15, 4.47)
H (-4.30, 0.06, 1.04)
H (-3.54, 0.41, 2.66)
H (-5.10, 0.43, 2.41)
C (-5.78, 3.00, 0.83)
S (-4.28, 3.48, -0.08)
O (-3.16, 2.69, 0.60)
C (-4.75, 2.51, -1.48)
H (-5.73, 3.12, 1.93)
H (-6.00, 1.91, 0.82)
H (-6.69, 3.62, 0.49)
H (-4.01, 2.88, -2.09)
H (-5.81, 2.73, -1.97)
H (-4.66, 1.53, -1.28)

Results of the Mulliken charge analysis, in e, for atoms 1 through 5:
1 C -0.049
2 C -0.723
3 O -0.551
4 H 0.465
5 H 0.195

> Look up the highest occupied orbital energy of the fifth one.

-8.8 eV

> What is the highest occupied orbital energy in the third record?

-10.1 eV